No. 1
Density functional theory data (ωB97M-V with the def2-TZVPD basis set) for a structure of composition C26H50Br6O12S6 at a distorted geometry.

Geometry as XYZ:
```
100
Properties=species:S:1:pos:R:3:lowdin_charge:R:1
C -16.64756 5.93104 2.23162 -1.52
Br -14.71069 6.47109 1.91788 0.44
Br -17.86535 7.32222 1.44103 0.34
Br -16.96955 6.10292 4.07594 0.53
H -16.79649 4.87705 1.99704 -0.07
C -19.35001 3.05660 2.61442 -1.47
Br -19.12274 2.65760 4.58090 0.51
Br -20.36108 4.77156 2.34844 0.53
Br -20.44204 1.64122 1.91323 0.55
H -18.34407 3.14175 2.20341 -0.06
C -20.18912 9.63874 4.52100 -0.22
C -20.86876 10.88438 3.96873 -0.24
C -22.25574 10.47890 3.41085 -0.20
S -22.20758 8.67575 3.03954 0.63
O -22.54465 8.47786 1.65281 -0.33
O -23.04420 8.14427 4.03314 -0.32
C -20.45361 8.50192 3.54005 -0.24
H -20.53764 9.55321 5.55023 0.11
H -19.17856 10.04241 4.45833 0.12
H -20.22635 11.39556 3.25171 0.11
H -20.89779 11.60388 4.78700 0.11
H -22.72242 11.06251 2.61731 0.09
H -22.88232 10.62567 4.29060 0.09
H -19.98271 8.68783 2.57476 0.03
H -20.24544 7.50637 3.93201 0.07
C -12.92737 1.35790 5.06730 -0.23
C -14.29462 1.64887 4.43263 -0.23
C -14.17428 2.90170 3.59432 -0.22
S -13.19344 4.02812 4.63562 0.68
O -13.97532 4.83227 5.53726 -0.33
O -12.22367 4.62540 3.75477 -0.35
C -12.38086 2.65111 5.63746 -0.18
H -12.25676 0.92636 4.32423 0.11
H -13.06573 0.52455 5.75612 0.11
H -15.01789 1.77754 5.23789 0.12
H -14.75721 0.86863 3.82820 0.09
H -15.08096 3.36232 3.20209 0.08
H -13.67015 2.58760 2.68038 0.10
H -12.79444 2.75772 6.64030 0.09
H -11.29911 2.78410 5.62206 0.10
C -18.19867 5.16752 7.22225 -0.21
C -18.47998 6.56752 7.86571 -0.18
C -20.05637 6.71215 7.89922 -0.22
S -20.73040 5.16407 8.46531 0.59
O -21.83047 4.76668 7.72986 -0.29
O -20.78931 4.93227 9.87016 -0.33
C -19.23835 4.23046 7.99878 -0.23
H -17.20810 4.77955 7.45965 0.11
H -18.56489 5.26526 6.20028 0.02
H -17.99304 7.34896 7.28232 0.10
H -18.12662 6.70869 8.88714 0.11
H -20.45567 6.70546 6.88502 0.09
H -20.55041 7.62159 8.24119 0.11
H -19.38574 3.27075 7.50348 0.06
H -18.86359 3.90449 8.96903 0.08
C -17.65842 -0.38726 -0.36390 -0.24
C -17.20361 -1.29294 0.81230 -0.15
C -16.26813 -0.40246 1.79784 -0.16
S -15.68736 0.97126 0.65702 0.67
O -14.20053 1.00990 0.52209 -0.36
O -16.35833 2.13051 1.07948 -0.32
C -16.44166 0.36620 -0.86494 -0.25
H -18.41717 0.39266 -0.29961 0.09
H -18.02815 -1.04817 -1.14786 0.11
H -16.52238 -2.05625 0.43629 0.11
H -18.05744 -1.66797 1.37659 0.11
H -15.28698 -0.82535 2.01376 0.08
H -16.71573 0.17278 2.60831 0.08
H -15.77236 -0.30167 -1.40724 0.10
H -16.41157 1.15110 -1.62067 0.11
C -12.23983 9.16014 4.69893 -0.25
C -13.05664 7.98466 4.78557 -0.30
C -13.58428 7.81552 6.18866 -0.23
S -14.07777 9.48817 6.62602 0.71
O -13.55749 9.87740 7.95644 -0.38
O -15.47837 9.61814 6.27226 -0.35
C -13.00806 10.35389 5.34447 -0.17
H -11.88859 9.32299 3.68001 0.11
H -11.36199 9.07363 5.33925 0.12
H -12.47426 7.09887 4.53199 0.10
H -13.83321 8.12364 4.03343 0.07
H -12.78331 7.48176 6.84833 0.11
H -14.38041 7.15164 6.52560 0.09
H -12.29101 11.03849 5.79754 0.09
H -13.74830 10.86614 4.72985 0.09
C -11.68415 6.28276 -1.20697 -0.27
C -11.91032 5.05441 -0.32292 -0.19
C -10.77895 5.19057 0.81362 -0.16
S -10.29918 7.02697 0.88440 0.74
O -8.85887 7.05572 0.47884 -0.39
O -10.66274 7.57092 2.19583 -0.36
C -11.58990 7.52508 -0.37959 -0.20
H -12.30150 6.31017 -2.10488 0.11
H -10.78736 6.05755 -1.78416 0.11
H -11.74620 4.10066 -0.82443 0.10
H -12.89893 4.99217 0.13192 0.05
H -9.89633 4.55750 0.72254 0.09
H -11.22738 5.20049 1.80705 0.04
H -11.17109 8.37696 -0.91532 0.10
H -12.50379 7.75969 0.16617 0.07
```

Output
- charge = -1
- HOMO (alpha / beta) (Ha) = -0.062 / -0.224
- spin multiplicity = 2
- LUMO (alpha / beta) (eV) = 1.524 / 1.525
- <S²> = 0.75

***

No. 2
Density functional theory data (ωB97M-V with the def2-TZVPD basis set) for a cluster of 3 separate species, C12H33N2O5 in total at a distorted geometry.

Geometry as XYZ:
```
52
Properties=species:S:1:pos:R:3:lowdin_charge:R:1
O -0.00706 -0.72379 0.01925 0.27
H -0.56506 -0.12579 -0.58875 0.14
H 0.76794 -0.96979 -0.36075 0.04
H 0.36994 -0.25279 0.70625 0.04
C -3.12106 0.85221 -0.49675 -0.16
O -2.03706 0.62721 -1.14475 -0.23
C -2.26006 0.62621 -2.59275 -0.05
C -0.80806 0.37821 -3.13575 -0.10
N -0.39106 -0.90679 -2.59975 -0.06
C 0.89194 -1.32379 -3.06075 -0.19
C 1.26594 -2.73979 -2.56075 -0.17
O 1.51994 -2.61779 -1.16775 -0.23
C 1.77494 -3.79079 -0.47575 -0.12
H -2.90106 1.16821 0.47325 0.09
H -3.65606 -0.10879 -0.70575 0.13
H -3.71906 1.52121 -0.76475 0.03
H -2.40906 1.61021 -2.86375 0.10
H -3.16006 -0.12279 -2.66375 0.18
H -0.17306 1.12521 -2.80275 0.13
H -0.75206 0.20921 -3.97275 -0.01
H -1.07006 -1.58579 -2.87275 0.13
H 1.62694 -0.75579 -2.54175 0.10
H 1.12194 -1.43479 -4.10575 0.12
H 2.17094 -3.04579 -3.14275 0.14
H 0.43894 -3.51079 -2.71575 0.15
H 1.79294 -3.67179 0.60125 0.09
H 2.81794 -4.11979 -0.61375 0.09
H 1.24994 -4.71679 -0.78675 0.10
C -3.04206 0.71121 4.78125 -0.22
O -2.48906 1.17221 3.75325 -0.18
C -1.34606 0.50921 3.29425 -0.14
C -0.67806 1.64621 2.50225 -0.13
N 0.54394 1.21421 1.78025 -0.10
C 0.94894 2.28521 0.92025 -0.10
C 2.37794 1.84021 0.41725 -0.29
O 2.33994 0.79421 -0.32675 -0.20
C 3.66894 0.17821 -0.72675 0.04
H -3.97406 1.30321 4.98725 0.13
H -2.35106 0.66821 5.71025 0.13
H -3.29106 -0.23579 4.63225 0.04
H -1.71006 -0.35679 2.90125 0.10
H -0.82206 0.32621 4.21625 0.12
H -0.17006 2.59021 3.00925 0.16
H -1.39506 2.14421 1.84725 0.11
H 1.16494 1.09521 2.50725 0.10
H 1.13994 3.13221 1.64825 0.15
H 0.30294 2.59821 0.30125 0.05
H 3.03994 1.56321 1.10325 0.09
H 2.91094 2.50821 -0.00275 0.07
H 3.68694 -0.81179 -0.67875 0.03
H 4.50794 0.41321 -0.12475 0.07
H 3.85494 1.11721 -1.51575 0.18
```

Output
- energy above the lowest of the compared OMol25 structures with the same formula, charge and spin (kJ/mol) = 520.4
- charge = +1
- HOMO (Ha) = -0.446
- LUMO (eV) = -1.918

***

No. 3
Density functional theory data (ωB97M-V with the def2-TZVPD basis set) for a cluster of 7 separate species, C18H47F3N2O22P4 in total at a distorted geometry.

Geometry as XYZ:
```
96
Properties=species:S:1:pos:R:3:lowdin_charge:R:1
C -1.17230 -4.39262 1.09247 -0.04
C -2.16728 -3.27202 1.47286 -0.18
O -3.24577 -3.12344 0.55603 0.03
C -4.21828 -4.01093 0.54653 -0.40
O -4.17898 -5.07610 1.08129 0.16
C -5.39122 -3.66771 -0.40661 -0.57
F -5.31727 -2.42019 -0.84249 0.18
F -5.37917 -4.49803 -1.44450 0.18
F -6.55070 -3.84421 0.21282 0.18
H -1.67634 -5.25759 0.66672 0.08
H -0.62367 -4.70064 1.97981 0.08
H -0.48791 -3.99834 0.34148 0.06
H -1.60368 -2.34745 1.54455 0.11
H -2.61521 -3.48285 2.44450 0.12
C 3.79146 3.04000 0.83384 -0.08
O 3.33151 3.13505 -0.53367 -0.25
P 3.32543 4.63570 -1.13984 0.37
O 4.59534 5.38326 -1.16348 -0.22
O 2.65947 4.35288 -2.56176 -0.21
C 3.45347 3.64537 -3.51817 -0.09
O 2.13650 5.34905 -0.38090 -0.22
C 1.69399 6.64711 -0.73582 -0.10
H 3.00410 2.58118 1.42707 0.07
H 3.94603 4.04653 1.23586 0.08
H 4.76665 2.56696 0.92630 0.10
H 3.45565 4.19107 -4.46697 0.09
H 2.92398 2.73649 -3.80863 0.08
H 4.49307 3.49076 -3.24369 0.09
H 0.61973 6.70895 -0.91212 0.09
H 2.01323 6.95496 -1.74022 0.09
H 2.10135 7.39298 -0.06070 0.10
C -5.51272 -1.64465 7.56392 -0.06
O -4.59548 -1.92875 6.45207 -0.25
P -5.05972 -1.35939 5.00083 0.38
O -5.49958 0.03056 4.94587 -0.22
O -6.10730 -2.39875 4.43817 -0.22
C -5.90203 -3.82941 4.33138 -0.05
O -3.76117 -1.71870 4.11016 -0.23
C -2.65861 -0.81210 4.05492 -0.10
H -5.75044 -0.58212 7.54063 0.08
H -4.94090 -1.98408 8.42257 0.09
H -6.40198 -2.25490 7.39226 0.09
H -5.18549 -4.15142 5.09066 0.09
H -5.40895 -3.95509 3.37089 0.07
H -6.85755 -4.30593 4.50606 0.09
H -1.82751 -1.28272 4.57441 0.09
H -2.82647 0.20743 4.40386 0.09
H -2.40368 -0.64507 3.00812 0.06
C 0.67266 0.25722 -3.47682 -0.12
O -0.39288 -0.54705 -3.90857 -0.19
P -1.80561 -0.52167 -3.14653 0.37
O -2.22182 0.78902 -2.61617 -0.23
O -1.61520 -1.58560 -1.99757 -0.20
C -1.22397 -2.91698 -2.30411 -0.09
O -2.72849 -1.19272 -4.23776 -0.21
C -4.11607 -0.86363 -4.32774 -0.08
H 1.22611 -0.15816 -2.62753 0.08
H 0.31958 1.22831 -3.11171 0.07
H 1.42966 0.52472 -4.21282 0.09
H -1.43687 -3.21866 -3.33020 0.09
H -1.71901 -3.62161 -1.63647 0.07
H -0.14659 -3.01788 -2.14438 0.09
H -4.61755 -1.45763 -5.09177 0.09
H -4.14585 0.19124 -4.59178 0.09
H -4.72394 -1.08645 -3.44840 0.09
C 8.88190 -0.91559 -3.18290 -0.04
O 7.81409 -0.58517 -2.24179 -0.23
P 6.29135 -0.75501 -2.62787 0.36
O 5.78376 -0.01751 -3.78196 -0.22
O 5.60895 -0.44546 -1.19429 -0.23
C 4.19122 -0.28333 -1.18655 -0.10
O 6.11931 -2.33903 -2.76267 -0.23
C 6.22221 -3.20812 -1.63376 -0.09
H 9.51862 -1.66270 -2.71968 0.09
H 9.40483 0.02393 -3.33035 0.09
H 8.39637 -1.29008 -4.08165 0.09
H 3.75922 -0.61467 -0.24262 0.09
H 3.71874 -0.95984 -1.90700 0.08
H 3.97090 0.75688 -1.41674 0.07
H 6.67901 -2.71198 -0.78069 0.09
H 6.72139 -4.10470 -1.99524 0.09
H 5.22690 -3.52885 -1.31172 0.09
C 0.43005 1.80887 -0.02512 0.06
N 0.25386 0.80524 1.04567 -0.43
O -0.80745 0.25127 1.18598 0.08
O 1.22230 0.59982 1.75759 0.05
H 1.42652 1.58894 -0.39436 0.08
H 0.36450 2.82718 0.35057 0.09
H -0.32503 1.72637 -0.80513 0.09
C -0.86297 5.47877 1.49838 0.05
N -2.25167 6.03514 1.57487 -0.47
O -2.64623 6.25077 2.70322 0.05
O -2.93944 6.15540 0.59851 0.08
H -0.65434 5.30463 0.44969 0.08
H -1.01074 4.60047 2.12074 0.10
H -0.24586 6.25478 1.93788 0.10
```

Output
- energy above the lowest of the compared OMol25 structures with the same formula, charge and spin (kJ/mol) = 0.0
- charge = 0
- SMILES = CCOC(=O)C(F)(F)F.COP(=O)(OC)OC.COP(=O)(OC)OC.COP(=O)(OC)OC.COP(=O)(OC)OC.C[N+](=O)[O-].C[N+](=O)[O-]
- HOMO (Ha) = -0.395
- LUMO (eV) = -0.064

***

No. 4
Density functional theory data (ωB97M-V with the def2-TZVPD basis set) for a structure of composition C5H10O2.

Geometry as XYZ:
```
17
Properties=species:S:1:pos:R:3:lowdin_charge:R:1
C -1.22113 0.01805 -2.21657 -0.10
O -0.77437 0.06260 -0.87874 -0.22
C 0.64609 0.22094 -0.81139 -0.28
C 1.32611 0.53375 0.44891 0.01
C 0.57074 0.89087 1.63636 -0.18
C 0.46210 -0.66629 1.84408 -0.28
O -0.79539 -1.19980 1.57117 -0.04
H -0.96580 0.94595 -2.74794 0.09
H -2.30549 -0.09536 -2.20568 0.09
H -0.77738 -0.82127 -2.77204 0.09
H 1.11797 -0.62586 -1.33368 0.13
H 0.93918 1.13591 -1.35876 0.14
H 1.30685 -1.17120 1.31043 0.13
H 1.16382 1.36579 2.42568 0.10
H -0.43207 1.32718 1.58589 0.12
H 0.74682 -0.90843 2.86199 0.13
H -1.00807 -1.01282 0.64028 0.07
```

Output
- energy above the lowest of the compared OMol25 structures with the same formula, charge and spin (kJ/mol) = 521.5
- charge = 0
- HOMO (Ha) = -0.303
- LUMO (eV) = 0.893